No. 1
Formula: C41H33BrCl5N4O3SSiZr
Source: the OMol25 dataset
Level of theory: ωB97M-V/def2-TZVPD

XYZ file:
```
90
Properties=species:S:1:pos:R:3:forces:R:3:lowdin_charge:R:1
Zr 0.382410 0.315994 -0.551376 1.1 0.0 0.0 1.53
C -0.294557 -4.267554 -0.151662 -0.1 0.0 0.0 -0.10
C -1.665658 -4.318373 -0.413709 0.1 0.0 0.0 -0.10
C -2.294687 -3.210401 -0.942124 0.0 0.0 0.0 -0.05
C -1.549600 -2.052263 -1.217476 -0.1 0.0 -0.3 -0.22
C -0.208322 -1.932165 -0.836006 -0.1 0.0 0.1 -0.22
C 0.399634 -3.081922 -0.315985 -0.1 0.0 0.0 -0.12
C -2.101652 -0.979950 -2.083392 0.0 -0.3 -0.1 -0.26
C -3.323581 -1.182588 -2.801351 0.1 0.0 0.2 -0.02
C -3.757224 -0.259452 -3.686215 0.0 0.1 0.0 -0.01
C -2.951960 0.873328 -3.972586 -0.2 0.0 -0.1 -0.16
C -3.312890 1.840585 -4.937302 0.0 -0.1 0.0 -0.04
C -2.465778 2.868226 -5.239978 0.1 0.0 0.0 -0.09
C -1.204028 2.936438 -4.610616 -0.1 0.0 -0.1 -0.06
C -0.839037 2.016634 -3.668278 -0.1 -0.1 0.0 -0.06
C -1.731477 0.986524 -3.292680 0.2 -0.1 0.2 -0.23
N -1.361470 0.096753 -2.305012 0.0 0.0 0.0 0.03
H 0.215298 -5.151975 0.217077 0.0 0.0 0.0 0.10
H -2.234813 -5.213660 -0.196371 0.0 0.0 0.0 0.09
H -3.364963 -3.245501 -1.108651 0.0 0.0 -0.1 0.09
H 1.442754 -3.035733 -0.015496 0.0 0.0 0.0 0.09
H -3.892771 -2.079548 -2.617812 0.0 0.0 0.0 0.10
H -4.695472 -0.389894 -4.213816 0.0 0.0 0.0 0.12
H -4.268115 1.738819 -5.439735 0.0 0.0 0.0 0.11
H -2.746681 3.612700 -5.973527 0.0 0.0 0.0 0.10
H -0.511383 3.724479 -4.879044 0.0 0.0 0.0 0.11
H 0.139448 2.044545 -3.210875 0.0 0.1 0.0 0.07
Cl 0.937536 7.810076 -1.104693 0.0 0.0 0.0 0.64
C 1.080987 6.086965 -1.135377 0.0 0.1 0.0 -0.72
C -0.030973 5.281319 -0.908844 0.0 0.0 0.0 -0.69
Cl -1.559891 6.009778 -0.559232 0.1 0.0 0.0 0.66
C 0.078015 3.898799 -0.961313 -0.1 0.1 0.0 -0.56
Cl -1.308563 2.915116 -0.643138 0.0 0.1 -0.1 0.77
C 1.300370 3.261093 -1.270741 -0.1 -0.1 0.0 -0.47
O 1.411159 1.981222 -1.425322 -0.4 0.3 -0.1 -0.33
C 2.417623 4.101308 -1.453496 0.1 0.1 0.0 -0.60
Cl 3.930791 3.337201 -1.763237 -0.1 0.0 0.0 0.72
C 2.308071 5.482570 -1.394607 0.1 0.0 0.0 -0.70
Cl 3.707398 6.464939 -1.653028 -0.1 0.0 0.0 0.65
Br 1.629296 -0.663179 -3.250921 -0.1 0.1 0.0 0.90
C 3.097951 -1.532382 -2.426849 0.1 0.0 0.1 -0.57
C 3.834260 -2.358777 -3.223079 0.1 0.0 0.1 -0.15
C 4.994809 -2.970429 -2.702425 0.0 0.0 -0.1 -0.10
C 5.377771 -2.702301 -1.424331 0.0 0.0 0.1 -0.06
C 4.609424 -1.849268 -0.591087 0.1 -0.1 0.1 -0.18
C 5.042117 -1.577552 0.730193 0.0 0.0 -0.1 -0.06
C 4.305795 -0.752497 1.523853 -0.1 0.1 0.0 -0.09
C 3.089644 -0.204540 1.054035 0.0 0.0 0.1 -0.13
C 2.582535 -0.443082 -0.205543 -0.1 -0.3 -0.2 -0.18
C 3.403242 -1.255923 -1.060804 0.0 0.1 -0.1 -0.22
H 3.535604 -2.532198 -4.247691 0.0 0.0 0.0 0.09
H 5.582795 -3.625913 -3.332752 0.0 0.0 0.0 0.09
H 6.286895 -3.132995 -1.018967 0.0 0.0 0.0 0.10
H 5.959149 -2.034707 1.085746 0.0 0.0 0.0 0.10
H 4.632981 -0.534162 2.535043 0.0 0.0 0.0 0.10
H 2.513345 0.410674 1.735406 0.0 0.0 0.0 0.08
C -4.794842 1.400159 4.022603 0.0 -0.1 0.0 -0.09
N -4.130488 1.130052 2.769160 -0.1 0.1 -0.2 -0.07
C -4.704702 0.551359 1.691047 0.3 0.2 0.4 -0.96
N -5.933637 -0.004546 1.907936 0.0 0.0 -0.1 0.09
S -3.922286 0.538933 0.231768 -0.4 -0.1 -0.4 0.67
H -4.145750 2.028202 4.627284 0.0 0.0 0.0 0.09
H -4.981299 0.483288 4.591025 0.0 0.0 0.0 0.08
H -5.744124 1.921192 3.871864 0.0 0.0 0.0 0.08
H -3.256637 1.588211 2.556663 0.1 -0.1 0.0 0.11
H -6.176910 -0.308637 2.837761 0.0 0.0 0.0 0.08
H -6.259997 -0.579326 1.150125 0.0 0.0 0.0 0.08
O 0.431267 1.333219 1.183302 -0.4 -0.3 0.2 -0.46
N -0.657635 0.434519 1.283956 0.1 0.2 0.1 -0.27
O 0.042680 -0.841546 1.718276 0.1 0.1 0.1 -0.34
C -0.923646 -0.098639 4.332246 -0.1 0.1 0.2 -0.15
Si -0.299392 -1.441680 3.210151 0.0 -0.1 -0.2 0.44
C 1.263638 -2.217527 3.868059 0.2 0.0 0.0 -0.15
C -1.616796 -2.785410 3.072710 -0.1 0.0 -0.1 -0.20
C -2.923913 -2.429858 2.730696 0.0 -0.1 0.0 -0.08
C -3.912035 -3.388190 2.548808 0.0 0.0 0.0 -0.10
C -3.613283 -4.734795 2.705973 0.0 0.0 0.0 -0.11
C -2.321335 -5.113055 3.036735 0.0 0.0 0.0 -0.11
C -1.339380 -4.146036 3.211709 0.0 0.0 0.0 -0.10
H -1.188113 -0.518757 5.307613 0.0 0.0 0.0 0.03
H -1.806489 0.380967 3.908205 0.0 -0.1 0.0 0.00
H -0.162472 0.671530 4.470587 0.0 0.0 0.0 0.04
H 1.084798 -3.085025 4.505793 0.0 0.0 0.0 0.02
H 1.822740 -1.481737 4.451548 0.0 0.0 0.0 0.03
H 1.896652 -2.522492 3.030995 0.0 0.0 0.0 0.03
H -3.166402 -1.385105 2.579049 0.0 0.1 0.0 0.07
H -4.915985 -3.086330 2.274470 0.0 0.0 0.0 0.09
H -4.381406 -5.485626 2.561485 0.0 0.0 0.0 0.09
H -2.074327 -6.162807 3.144801 0.0 0.0 0.0 0.10
H -0.331362 -4.467164 3.448856 0.0 0.0 0.0 0.09
```
Forces are in eV/Å.

As for the molar mass: 1038.286 g/mol. The value obtained for the relative energy (zero: lowest compared OMol25 entry of this formula, charge and spin) is 0.824 eV. The total charge is -1. The calculated total energy comes out at -7636.8363 Eh. As for the HOMO energy: -4.7 eV. Its LUMO energy is 2.14 eV.

---

No. 2
Formula: C41H33CdF12N5O5S4
Source: the OMol25 dataset
Level of theory: ωB97M-V/def2-TZVPD

XYZ file:
```
101
Properties=species:S:1:pos:R:3:forces:R:3:lowdin_charge:R:1
Cd 0.256880 0.331913 -0.164483 0.2 -0.1 -0.4 1.41
C -1.165023 6.116152 3.903418 0.1 -0.1 -0.1 -0.08
C -1.015616 4.720222 3.345240 0.0 0.1 0.0 -0.30
C -0.859432 3.612111 4.160054 0.0 -0.1 0.0 -0.07
C -0.725245 2.348657 3.619810 0.1 0.1 0.0 -0.04
C -0.761512 2.084802 2.231403 0.1 -0.1 0.0 -0.24
N -0.599084 0.790746 1.779733 -0.2 0.3 0.2 -0.05
C -0.905555 -0.276176 2.607750 0.1 0.1 -0.1 -0.26
C -2.116634 -0.260132 3.326540 -0.1 0.0 0.0 -0.04
C -2.473113 -1.247939 4.220398 0.0 0.0 0.0 -0.07
C -1.638318 -2.337854 4.425713 0.0 -0.1 0.0 -0.30
C -1.947557 -3.405277 5.449008 0.1 0.1 -0.1 -0.07
C -0.485953 -2.415011 3.654969 0.0 0.1 0.0 -0.01
C -0.085044 -1.433374 2.744387 0.0 -0.1 -0.1 -0.05
C 1.231540 -1.616937 1.915322 0.0 0.1 0.0 -0.37
O 1.132215 -1.438711 0.569961 -0.1 -0.2 0.6 -0.32
C 2.331436 -0.666065 2.540107 -0.2 -0.2 -0.1 -0.54
F 2.259549 -0.625104 3.890634 0.1 0.0 0.0 0.13
F 2.210866 0.586528 2.100398 0.0 0.1 0.0 0.14
F 3.588427 -1.048307 2.240692 0.0 0.0 0.0 0.14
C 1.793146 -3.072945 2.053289 -0.2 0.2 -0.1 -0.56
F 2.225637 -3.386316 3.302853 0.1 -0.1 0.1 0.11
F 2.818748 -3.294849 1.238979 0.1 0.0 -0.1 0.16
F 0.849567 -3.981464 1.728234 0.0 -0.1 0.0 0.12
C -0.874504 3.241334 1.382037 0.0 0.0 0.0 -0.05
C -0.996435 4.497291 1.974235 0.0 -0.1 0.0 0.00
C -0.820078 3.139718 -0.167072 0.1 -0.1 0.1 -0.37
O 0.214812 2.387034 -0.634722 -0.7 0.2 0.0 -0.29
C -0.566756 4.522088 -0.872980 0.1 -0.2 0.2 -0.56
F -0.493127 4.348851 -2.200972 -0.1 0.0 -0.1 0.14
F -1.483943 5.504479 -0.690394 -0.1 0.1 0.0 0.10
F 0.604708 5.037466 -0.472378 0.1 0.0 0.0 0.15
C -2.226501 2.617511 -0.686961 0.3 0.1 0.1 -0.54
F -2.106464 1.954555 -1.845024 0.0 0.0 0.0 0.13
F -3.137138 3.598867 -0.904972 0.0 0.0 0.0 0.12
F -2.807573 1.784987 0.191652 0.0 -0.1 0.0 0.12
H -1.365574 6.085369 4.976472 0.0 0.0 0.0 0.06
H -0.258719 6.711417 3.751486 0.0 0.0 0.0 0.07
H -1.987757 6.650599 3.421096 0.0 0.0 0.0 0.07
H -0.834900 3.732651 5.240389 0.0 0.0 0.0 0.10
H -0.549348 1.513564 4.285209 -0.1 0.0 0.0 0.11
H -2.771135 0.589369 3.170037 0.0 0.0 0.0 0.12
H -3.401173 -1.163098 4.780603 0.0 0.0 0.0 0.10
H -2.881611 -3.187563 5.971172 0.0 0.0 0.0 0.07
H -2.037587 -4.394315 4.989752 0.0 0.0 0.0 0.06
H -1.153412 -3.471460 6.197358 0.0 0.0 0.0 0.07
H 0.133286 -3.284267 3.812100 0.0 0.0 0.0 0.11
H -1.086222 5.368648 1.345040 0.0 0.0 0.0 0.10
C -5.393438 -2.596818 1.730515 0.1 0.1 0.2 -0.02
N -4.391411 -2.869684 0.707715 -0.3 -0.3 -0.3 -0.09
N -4.090673 -1.788716 -0.127011 0.1 0.3 0.3 0.05
C -2.698910 -1.691081 -0.300277 0.0 -0.2 0.1 -0.39
O -2.157688 -0.876445 -1.026009 0.2 0.3 -0.1 -0.01
C -2.148248 -2.764619 0.507439 0.1 0.1 -0.1 0.05
C -3.166316 -3.394805 1.108406 0.0 -0.1 0.0 -0.26
C -3.142756 -4.513498 2.089558 0.0 0.0 0.0 -0.01
C -5.075886 -1.289439 -0.996938 0.0 -0.1 -0.1 -0.18
C -6.182579 -2.065364 -1.334834 -0.1 0.0 0.0 -0.04
C -7.152813 -1.553073 -2.185327 0.0 0.0 0.0 -0.10
C -7.024499 -0.277302 -2.715772 0.0 0.0 0.0 -0.11
C -5.908585 0.484345 -2.387061 0.0 0.0 0.0 -0.07
C -4.936976 -0.010180 -1.531562 0.0 0.0 0.0 0.01
H -6.221377 -2.052502 1.284005 0.0 0.0 0.0 0.08
H -4.982336 -2.003999 2.555911 0.0 0.0 0.0 0.09
H -5.767016 -3.545139 2.114262 0.0 0.0 0.0 0.09
H -1.095200 -2.990862 0.549067 0.0 0.0 0.0 0.07
H -2.132977 -4.917781 2.144524 0.0 0.0 0.0 0.09
H -3.832745 -5.306564 1.792017 0.0 0.0 0.0 0.08
H -3.421501 -4.161491 3.083844 0.0 0.0 0.0 0.07
H -6.272028 -3.071581 -0.947981 0.0 0.0 0.0 0.11
H -8.007838 -2.166973 -2.444733 0.0 0.0 0.0 0.09
H -7.781501 0.114902 -3.383926 0.0 0.0 0.0 0.09
H -5.788887 1.482031 -2.793283 0.0 0.0 0.0 0.10
H -4.066905 0.573235 -1.276078 0.0 0.0 0.0 0.08
S 2.414992 0.600273 -2.030711 -0.1 -0.2 -0.1 0.56
C 1.324757 0.487876 -3.279381 0.0 0.1 -0.2 -1.17
N 0.220976 -0.246231 -3.319457 0.0 0.0 0.0 -0.09
C -0.552377 -0.286886 -4.551751 0.0 0.1 0.1 -0.22
C -0.110419 0.907940 -5.400536 0.1 0.1 0.1 -0.43
S 1.529500 1.387896 -4.780045 0.0 0.0 0.0 0.88
H 0.156556 -1.076278 -2.711300 0.0 0.0 0.1 -0.02
H -1.612193 -0.218249 -4.306562 0.0 0.0 0.0 0.12
H -0.387685 -1.239910 -5.051781 0.1 -0.1 0.0 0.10
H -0.780150 1.756952 -5.280879 0.0 0.0 0.0 0.07
H -0.033745 0.648428 -6.453649 -0.1 0.0 0.0 0.06
O -2.434019 -5.081262 -5.533095 0.0 0.0 0.0 -0.33
S -1.013734 -4.977700 -5.295312 0.0 0.0 0.0 0.60
O -0.169777 -5.009752 -6.466258 0.0 0.0 0.0 -0.33
N -0.650190 -3.724788 -4.331912 0.1 0.0 0.2 -0.12
C -0.203676 -4.109755 -3.139163 0.0 0.0 -0.1 -0.79
S 0.290800 -3.135380 -1.867523 0.0 -0.3 -0.3 0.77
C -0.136339 -5.614834 -2.997684 0.0 0.1 0.0 -0.23
C 0.275154 -6.357939 -1.902576 0.0 0.0 0.0 -0.03
C 0.284395 -7.743309 -2.013325 0.0 0.0 0.0 -0.09
C -0.106923 -8.372578 -3.195358 0.0 0.0 0.0 -0.10
C -0.522685 -7.624815 -4.289132 0.0 0.0 -0.1 -0.05
C -0.529007 -6.249187 -4.157336 0.0 0.0 0.1 -0.23
H 0.581477 -5.845718 -0.998298 0.0 0.0 0.0 0.09
H 0.608908 -8.344671 -1.171849 0.0 0.0 0.0 0.09
H -0.084223 -9.454067 -3.260375 0.0 0.0 0.0 0.09
H -0.826341 -8.099694 -5.214279 0.0 0.0 0.0 0.11
```
Forces are in eV/Å.

As for the molar mass: 1144.401 g/mol. The value obtained for the relative energy (zero: lowest compared OMol25 entry of this formula, charge and spin) is 0.088 eV. The total charge is -2. The calculated total energy comes out at -5191.2552 Eh. As for the HOMO energy: -2.1 eV. Its LUMO energy is 3.90 eV.